Formula: C4H8ClNO
Source: the Open Molecules 2025 dataset
Level of theory: the ωB97M-V functional and the def2-TZVPD basis

Summary:
structure (SMILES): C=C/C(O)=N/C.Cl
highest occupied orbital energy: -0.337 Ha
LUMO energy: 0.0205 Ha
calculated total energy: -747.30623 hartree

```
15
Properties=species:S:1:pos:R:3:forces:R:3
C 1.233631 -0.196118 2.315479 -0.780 2.191 -2.028
C 0.313053 0.153182 1.310413 -0.472 1.336 1.929
C 0.113449 0.247694 -0.231386 1.350 -1.193 3.833
C 0.826222 -0.427507 -2.326084 1.313 -0.063 -0.950
N 0.935516 -0.406667 -0.894618 1.771 0.200 -1.166
O -1.016476 0.886652 -0.599238 0.239 0.273 -2.098
Cl -3.327825 -0.711433 1.451974 -0.325 -2.620 0.355
H 2.357995 -0.166668 2.253643 -1.354 -1.048 -0.517
H 0.866858 -0.055119 3.360516 0.213 -0.153 -1.064
H -0.559972 0.688198 1.756724 0.212 -1.171 -0.078
H -3.209055 0.484685 1.301500 0.295 2.582 -0.377
H 0.666118 0.598901 -2.766598 -0.458 -0.980 0.179
H 1.779374 -0.792626 -2.875700 -1.459 0.398 1.301
H 0.052396 -1.180467 -2.445388 -0.407 0.178 -1.243
H -1.031284 0.877292 -1.611239 -0.137 0.068 1.926
```
Positions in Å, forces in eV/Å.

Löwdin atomic charge list, values in e, 8 entries:
1. C 0.013
2. C -0.084
3. C -0.471
4. C -0.140
5. N 0.019
6. O 0.036
7. Cl 0.354
8. H 0.064